C15H18I2N3O4STi as an isolated structure in a non-equilibrium geometry, computed with ωB97M-V with the def2-TZVPD basis set.

Output
HOMO-LUMO gap (spin up / spin down)   7.611 / 5.918 eV
Energy   -2890.474621 hartree
HOMO level (spin up / spin down)   -0.4226 / -0.4389 Eh
Spin multiplicity   3
Energy relative to the best compared isomer or geometry (same formula, charge and spin)   0.0 kJ/mol
Total charge   +1
Largest force on an atom   1.3 eV Å⁻¹
LUMO energy (spin up / spin down)   -0.1428 / -0.2214 Eh

Last column: Mulliken charge in e.
Cartesian coordinates (Å):
1 Ti 2.8897 0.4378 1.0092  0.59
2 I 5.3566 0.6067 -1.0321  0.08
3 C 4.9682 0.5143 1.0683  -1.05
4 I 2.6492 0.2803 3.6415  -0.35
5 H 5.3846 1.4196 1.5065  0.48
6 H 5.5143 -0.3457 1.4514  0.43
7 C -0.1793 2.9120 -0.3441  -1.18
8 C 0.8438 1.8572 -0.5720  0.84
9 O 1.9242 1.8749 0.0803  -0.62
10 N 0.6317 0.9169 -1.4793  0.10
11 C 1.6149 -0.0898 -1.8813  -1.59
12 C 1.6681 -1.3621 -1.0550  1.28
13 C 0.9976 -2.4967 -1.4805  -0.89
14 C 1.1070 -3.6649 -0.7391  -0.39
15 C 1.8915 -3.6771 0.4029  -0.86
16 C 2.5218 -2.5062 0.7786  -0.09
17 N 2.4004 -1.3729 0.0721  0.30
18 H 0.1928 3.8429 -0.7754  0.41
19 H -0.2866 3.0573 0.7288  0.34
20 H -1.1410 2.6602 -0.7866  0.30
21 H -0.2535 0.9431 -1.9618  0.37
22 H 2.6017 0.3759 -1.8964  0.04
23 H 1.3743 -0.3641 -2.9061  0.60
24 H 0.4154 -2.4681 -2.3917  0.48
25 H 0.5892 -4.5604 -1.0570  0.46
26 H 2.0161 -4.5690 0.9992  0.45
27 H 3.1300 -2.4521 1.6726  0.42
28 N -0.1819 0.0438 1.5977  -0.08
29 C -1.4785 0.2077 1.0789  0.13
30 C -1.8627 -0.4776 -0.0742  -0.36
31 C -3.0967 -0.2425 -0.6493  -0.80
32 C -3.9596 0.6943 -0.0935  0.26
33 C -3.5851 1.3709 1.0649  -0.70
34 C -2.3601 1.1262 1.6522  -0.71
35 S -5.5103 1.0021 -0.8439  1.36
36 O -6.6240 0.4247 -0.0440  -0.37
37 O -5.7862 2.4267 -0.7916  -0.49
38 O -5.4930 0.3900 -2.1434  -0.57
39 H 0.0837 -0.9335 1.6583  0.27
40 H -0.0479 0.4278 2.5266  0.23
41 H -1.1931 -1.2111 -0.5068  0.50
42 H -3.3972 -0.7748 -1.5427  0.50
43 H -4.2549 2.1003 1.5040  0.42
44 H -2.0747 1.6549 2.5539  0.45